# C8H19N2O3S

A 2-piece molecular cluster, C8H19N2O3S overall at a distorted geometry (the ωB97M-V functional and the def2-TZVPD basis, OMol25).

Bonds (Å) are listed after each position.
Cartesian coordinates (Å):
1 C 0.266 -0.054 0.087  N9 1.378, O11 1.226, O13 1.297
2 C 3.117 0.735 0.718  C7 1.524, H15 1.087, H16 1.088, H17 1.085
3 C 3.526 -1.571 -0.210  C7 1.525, H18 1.087, H19 1.086, H20 1.085
4 C 2.602 0.216 -1.705  C7 1.525, H21 1.088, H22 1.086, H23 1.086
5 C -2.586 1.656 1.012  N10 1.451, H24 1.077, H25 1.077
6 C -3.201 -1.303 0.779  C8 1.508, O12 1.410, H26 1.098, H27 1.098
7 C 2.654 -0.321 -0.280  C2 1.524, C3 1.525, C4 1.525, O13 1.477
8 C -2.140 -0.434 0.153  C6 1.508, N9 1.387, S14 1.792
9 N -0.845 -0.717 0.561  C1 1.378, C8 1.387, H28 1.015
10 N -2.004 2.464 -0.043  C5 1.451, H29 1.025, H30 1.027, H31 1.089
11 O 0.203 1.113 -0.283  C1 1.226
12 O -3.055 -2.593 0.231  C6 1.410, H32 0.963
13 O 1.322 -0.805 0.133  C1 1.297, C7 1.477
14 S -2.331 -0.112 -1.599  C8 1.792, H33 1.331
15 H 2.541 1.651 0.614  C2 1.087
16 H 3.008 0.360 1.734  C2 1.088
17 H 4.164 0.960 0.544  C2 1.085
18 H 3.112 -2.351 -0.842  C3 1.087
19 H 3.582 -1.941 0.810  C3 1.086
20 H 4.527 -1.337 -0.556  C3 1.085
21 H 2.232 -0.550 -2.383  C4 1.088
22 H 1.962 1.090 -1.779  C4 1.086
23 H 3.604 0.497 -2.015  C4 1.086
24 H -3.657 1.715 1.113  C5 1.077
25 H -2.020 1.653 1.927  C5 1.077
26 H -3.055 -1.308 1.868  C6 1.098
27 H -4.193 -0.886 0.561  C6 1.098
28 H -0.688 -1.642 0.947  N9 1.015
29 H -1.940 3.461 0.186  N10 1.025
30 H -2.532 2.343 -0.917  N10 1.027
31 H -1.018 2.036 -0.213  N10 1.089
32 H -3.719 -3.187 0.598  O12 0.963
33 H -3.436 -0.839 -1.752  S14 1.331

Summary:
Energy relative to the best compared isomer or geometry (same formula, charge and spin)   0.0 kcal/mol
Total charge   +1
Orbital gap   9.138 eV